DFT (ωB97M-V with the def2-TZVPD basis set) results for 2 unconnected molecules or ions with the total composition C6H14N2O2 in a non-equilibrium geometry.

```
! RIJCOSX wB97M-V def2-TZVPD def2/J DEFGRID3
* xyz 0 1
O 1.86 -0.27 -2.68
O -1.01 0.39 0.54
N 1.20 1.56 -1.42
N -0.47 -1.28 2.02
C 0.96 -1.16 1.94
C 1.03 0.56 -2.32
C -1.34 -0.50 1.31
C -2.81 -0.69 1.67
C -0.36 0.51 -3.05
C 2.10 1.38 -0.31
H -0.98 -0.34 -2.58
H -3.33 0.21 1.85
H 1.40 -1.07 2.94
H -0.87 1.58 -3.08
H -3.00 -1.39 2.49
H -0.80 -2.12 2.53
H 0.13 1.68 -1.03
H 2.64 0.26 -0.41
H -0.25 0.20 -4.12
H 1.10 -0.24 1.35
H 1.41 -1.95 1.34
H 1.72 1.47 0.73
H 2.99 2.24 -0.40
H -3.33 -1.02 0.69
*
```

As for the structure (SMILES): CNC(C)=O.CNC(C)=O. The value obtained for the relative energy (zero: lowest compared OMol25 entry of this formula, charge and spin) is 2.2455 eV. The calculation puts the largest force on an atom at 0.10836 hartree/bohr. The calculation puts the molar mass at 146.19 g/mol.

Results of the Mulliken charge analysis, in e, for atoms 1 through 4: number 1, O, carries -0.606; number 2, O, carries -0.585; number 3, N, carries -0.277; number 4, N, carries -0.201

DFT (ωB97M-V with the def2-TZVPD basis set) results for 2 unconnected molecules or ions with the total composition C3H9N3 in a non-equilibrium geometry.

```
! RIJCOSX wB97M-V def2-TZVPD def2/J DEFGRID3
* xyz -1 2
N -1.31 -2.04 0.36
N 1.28 1.85 1.10
N -0.02 -1.49 -1.54
C -1.13 -1.50 -0.85
C 1.81 1.45 0.03
C -0.19 1.82 0.93
H -2.20 -1.82 0.87
H -0.51 0.83 0.69
H 2.91 1.33 -0.19
H -0.56 -2.24 0.93
H -0.74 2.11 1.86
H -0.45 2.54 0.23
H 1.27 0.91 -0.75
H -0.27 -1.40 -2.48
H -2.04 -1.16 -1.24
*
```

As for the expectation value of S²: 0.7522. The value obtained for the relative energy (zero: lowest compared OMol25 entry of this formula, charge and spin) is 2.2177 eV. The calculation puts the largest force on an atom at 0.09981 hartree/bohr. The calculation puts the molar mass at 87.13 g/mol.

Results of the Mulliken charge analysis, in e, for atoms 1 through 4: number 1, N, carries -0.604; number 2, N, carries -0.550; number 3, N, carries -0.678; number 4, C, carries -0.018

DFT (ωB97M-V with the def2-TZVPD basis set) results for 2 unconnected molecules or ions with the total composition C3H5NO2 in a non-equilibrium geometry.

```
! RIJCOSX wB97M-V def2-TZVPD def2/J DEFGRID3
* xyz 0 1
O 0.29 -1.67 -0.97
O -3.58 0.01 0.00
N -1.32 -0.45 0.32
C -2.48 -0.34 0.04
C 0.85 -1.13 1.15
C -0.07 -0.99 0.20
H -1.26 1.81 -0.60
H 1.77 -1.61 0.94
H -1.38 2.47 -0.26
H -0.37 -1.32 -1.56
H 0.69 -0.72 2.17
*
```

As for the structure (SMILES): C=C(O)N=C=O.[H][H]. The value obtained for the relative energy (zero: lowest compared OMol25 entry of this formula, charge and spin) is 2.6879 eV. The calculation puts the largest force on an atom at 0.05338 hartree/bohr. The calculation puts the molar mass at 87.08 g/mol.

Results of the Mulliken charge analysis, in e, for atoms 1 through 4: number 1, O, carries -0.467; number 2, O, carries -0.402; number 3, N, carries -0.260; number 4, C, carries 0.559

DFT (ωB97M-V with the def2-TZVPD basis set) results for a single C2H3Cl molecule in a non-equilibrium geometry.

```
! RIJCOSX wB97M-V def2-TZVPD def2/J DEFGRID3
* xyz 0 1
Cl 2.04 -0.07 -0.01
C -0.67 -0.38 0.02
C 0.36 0.42 -0.04
H -1.69 -0.16 0.09
H -0.39 -1.36 0.00
H 0.34 1.55 -0.05
*
```

As for the structure (SMILES): C=CCl. The value obtained for the relative energy (zero: lowest compared OMol25 entry of this formula, charge and spin) is 0.3103 eV. The calculation puts the largest force on an atom at 0.06563 hartree/bohr. The calculation puts the molar mass at 62.50 g/mol.

Results of the Mulliken charge analysis, in e, for atoms 1 through 4: number 1, Cl, carries -0.165; number 2, C, carries -0.635; number 3, C, carries -0.014; number 4, H, carries 0.287

DFT (ωB97M-V with the def2-TZVPD basis set) results for a molecular structure, C6H13O2 in a non-equilibrium geometry.

```
! RIJCOSX wB97M-V def2-TZVPD def2/J DEFGRID3
* xyz -1 1
O 3.51 -1.65 0.37
O -1.98 0.23 1.64
C -2.35 -0.06 -1.92
C 0.56 0.34 0.67
C -0.30 -0.14 -0.47
C 2.83 -0.80 1.16
C 2.07 0.33 0.34
C -1.35 0.63 -1.06
H 0.15 1.23 1.14
H 2.01 -1.30 1.76
H 0.26 -0.34 1.49
H 2.14 -0.01 -0.70
H -3.03 0.65 -2.47
H -2.90 0.41 1.83
H -3.09 -0.76 -1.52
H 2.57 1.29 0.49
H -1.88 -0.52 -2.81
H 0.07 -1.06 -0.94
H -1.44 0.15 0.15
H 3.47 -0.32 1.95
H -1.31 1.70 -1.10
*
```

The value obtained for the relative energy (zero: lowest compared OMol25 entry of this formula, charge and spin) is 6.9820 eV. The calculation puts the largest force on an atom at 0.07556 hartree/bohr. The calculation puts the molar mass at 117.17 g/mol.

Results of the Mulliken charge analysis, in e, for atoms 1 through 4: number 1, O, carries -0.905; number 2, O, carries -0.939; number 3, C, carries -1.265; number 4, C, carries -0.829

DFT (ωB97M-V with the def2-TZVPD basis set) results for 2 unconnected molecules or ions with the total composition C6H14N2O2 in a non-equilibrium geometry.

```
! RIJCOSX wB97M-V def2-TZVPD def2/J DEFGRID3
* xyz 0 1
O 0.87 -1.75 -2.50
O -0.01 1.08 3.43
N 0.03 0.83 1.22
N -0.05 0.21 -1.80
C 0.65 -1.12 2.44
C -1.13 -1.86 -1.20
C 1.02 0.99 -2.46
C -0.01 -1.13 -1.92
C -0.63 2.12 1.07
C 0.26 0.35 2.49
H 0.85 -1.55 3.43
H 0.05 2.98 1.00
H -0.10 -1.87 2.13
H 2.04 0.91 -2.03
H -0.02 0.15 0.48
H 0.77 2.02 -2.47
H -1.90 -1.27 -0.70
H -1.73 -2.62 -1.77
H 1.04 0.43 -3.40
H -0.64 0.46 -1.03
H -1.22 2.15 0.16
H -1.13 2.27 2.03
H 1.63 -1.20 1.95
H -0.64 -2.60 -0.55
*
```

As for the structure (SMILES): CNC(C)=O.CNC(C)=O. The value obtained for the relative energy (zero: lowest compared OMol25 entry of this formula, charge and spin) is 1.7010 eV. The calculation puts the largest force on an atom at 0.04579 hartree/bohr. The calculation puts the molar mass at 146.19 g/mol.

Results of the Mulliken charge analysis, in e, for atoms 1 through 4: number 1, O, carries -0.654; number 2, O, carries -0.640; number 3, N, carries -0.051; number 4, N, carries -0.138